(1)
A 2-piece molecular cluster, C4H5NO2S overall, computed with ωB97M-V with the def2-TZVPD basis set.

Values from the calculation:
SMILES: C=C=[N+]([O-])O.C=C=S
Energy relative to the best compared isomer or geometry (same formula, charge and spin): 195.6 kcal per mole
LUMO: 0.23 eV
HOMO-LUMO gap: 8.794 eV
Net charge: 0
E_tot: -758.568467 hartree

XYZ file:
```
13
C4H5NO2S | the Open Molecules 2025 dataset | ωB97M-V with the def2-TZVPD basis set
C -1.668 -1.261 -1.164
C -0.554 -0.710 -0.986
N 0.660 -0.430 -0.870
O 1.144 0.653 -1.306
O 1.551 -1.417 -0.136
H -1.873 -1.970 -1.969
H -2.455 -0.936 -0.501
H 2.523 -1.332 -0.496
C 0.759 1.423 1.475
C -0.493 1.484 1.321
S -2.040 1.703 1.194
H 0.856 0.921 2.413
H 1.588 1.872 1.026
```

(2)
The molecule C4H5NO2S, computed with ωB97M-V with the def2-TZVPD basis set.

Values from the calculation:
SMILES: O=C1NC[C@H](S)C1=O
Energy relative to the best compared isomer or geometry (same formula, charge and spin): 43.5 kcal per mole
LUMO: -0.40 eV
HOMO-LUMO gap: 9.058 eV
Net charge: 0
E_tot: -758.810740 hartree

XYZ file:
```
13
C4H5NO2S | the Open Molecules 2025 dataset | ωB97M-V with the def2-TZVPD basis set
O -2.366 1.004 -0.645
C -1.355 0.558 -0.215
N -0.194 1.151 -0.479
C 0.958 0.630 0.137
C 0.452 -0.792 0.586
S 0.832 -2.002 -0.730
C -1.057 -0.602 0.690
O -1.874 -1.238 1.340
H 0.016 2.053 -1.057
H 1.191 1.169 1.153
H 1.786 0.390 -0.570
H 0.818 -1.320 1.477
H 0.792 -1.002 -1.686
```

(3)
A 2-piece molecular cluster, C4H5NO2S overall, computed with ωB97M-V with the def2-TZVPD basis set.

Values from the calculation:
Energy relative to the best compared isomer or geometry (same formula, charge and spin): 214.7 kcal per mole
LUMO: -2.31 eV
HOMO-LUMO gap: 6.568 eV
Net charge: 0
E_tot: -758.537975 hartree

XYZ file:
```
13
C4H5NO2S | the Open Molecules 2025 dataset | ωB97M-V with the def2-TZVPD basis set
C -0.684 1.460 0.375
C -0.870 -0.020 0.867
C -1.758 -0.694 -0.119
C 0.523 -0.275 0.366
H 2.298 2.975 -0.059
H -0.809 2.250 1.177
H -1.194 1.720 -0.641
H -1.135 -0.116 1.953
H -1.465 -1.915 -0.407
N 0.841 1.052 0.375
O 1.724 1.445 -0.808
O -2.538 -0.006 -0.772
S 1.229 -1.664 -0.058
```

Question: The lowest energy relative to the best compared isomer or geometry (same formula, charge and spin) belongs to which entry?
Answer: number 2

Question: net charge of number 1 (C4H5NO2S)?
Answer: 0

Copy entry 1 word for word.
A 2-piece molecular cluster, C4H5NO2S overall, computed with ωB97M-V with the def2-TZVPD basis set.

Values from the calculation:
SMILES: C=C=[N+]([O-])O.C=C=S
Energy relative to the best compared isomer or geometry (same formula, charge and spin): 195.6 kcal per mole
LUMO: 0.23 eV
HOMO-LUMO gap: 8.794 eV
Net charge: 0
E_tot: -758.568467 hartree

XYZ file:
```
13
C4H5NO2S | the Open Molecules 2025 dataset | ωB97M-V with the def2-TZVPD basis set
C -1.668 -1.261 -1.164
C -0.554 -0.710 -0.986
N 0.660 -0.430 -0.870
O 1.144 0.653 -1.306
O 1.551 -1.417 -0.136
H -1.873 -1.970 -1.969
H -2.455 -0.936 -0.501
H 2.523 -1.332 -0.496
C 0.759 1.423 1.475
C -0.493 1.484 1.321
S -2.040 1.703 1.194
H 0.856 0.921 2.413
H 1.588 1.872 1.026
```